Record 1
# C3H6IN4

An isolated ion of composition C3H6IN4 and charge +1 (ωB97M-V with the def2-TZVPD basis set, the OMol25 dataset).

Last column: Löwdin charge in e.
Element x y z (Å)
C  -0.11474  0.96450  -1.27629  0.126
C  -0.43569  -0.64047  0.34261  -0.040
C  1.37955  0.63133  -0.19416  -0.576
N  -0.91712  0.15996  -0.61440  -0.239
N  0.86503  -0.26279  0.65561  -0.199
N  -2.26408  0.06630  -0.97583  0.143
N  1.63984  -0.95464  1.61289  0.136
I  3.30795  1.45221  -0.18594  0.959
H  -0.50356  1.79330  -1.79353  0.098
H  -1.21316  -1.03834  0.94902  0.148
H  -2.58689  -0.89149  -1.10772  0.133
H  -2.44532  0.73709  -1.69701  0.107
H  2.30491  -0.47350  2.21906  0.110
H  0.98329  -1.54346  2.06571  0.095

Properties
structure (SMILES)	Nn1cc(I)[n+](N)c1
gap between HOMO and LUMO	8.86	eV
HOMO level	-12.7	eV
charge	+1

=====

Record 2
# C3H6INO

C3H6INO as an isolated structure (ωB97M-V with the def2-TZVPD basis set, the OMol25 dataset).

Last column: Löwdin charge in e.
Element x y z (Å)
C  -1.31715  -0.02056  0.79528  -0.476
C  0.60710  -1.23059  -0.58913  -0.010
C  0.47442  0.85043  0.84312  -0.239
N  -0.17002  -0.38399  0.36398  -0.288
O  0.17438  1.74139  -0.32495  -0.206
I  -3.06540  -0.97454  -0.26350  0.461
H  1.50764  -0.58291  -0.71814  0.095
H  0.77888  -2.14228  0.00312  0.097
H  0.06453  -1.58045  -1.48400  0.084
H  1.63604  0.89049  0.64132  0.153
H  -0.69832  1.80884  -0.90880  0.154
H  0.00789  1.62417  1.64171  0.176

Properties
gap between HOMO and LUMO	8.88	eV
HOMO level	-8.3	eV
charge	0

=====

Record 3
# C3H6INO2

One molecule with the formula C3H6INO2 (ωB97M-V with the def2-TZVPD basis set, the OMol25 dataset).

Last column: Löwdin charge in e.
Element x y z (Å)
C  0.24315  -1.57873  0.08443  -0.575
C  0.50857  2.06892  0.25495  -0.106
C  -0.15773  -0.16551  0.50597  -0.504
N  -0.25205  -2.01806  -1.07729  0.168
O  1.02428  -2.18708  0.77508  0.084
O  0.58812  0.72704  -0.17223  -0.194
I  -2.43058  0.35887  0.02600  0.623
H  1.15746  2.63818  -0.40656  0.097
H  0.83263  2.18056  1.29397  0.100
H  -0.52425  2.43469  0.15992  0.030
H  -0.13691  -0.05933  1.59376  0.103
H  -0.90793  -1.48487  -1.62126  0.052
H  0.05525  -2.91469  -1.41675  0.121

Properties
structure (SMILES)	CO[C@@H](I)C(N)=O
gap between HOMO and LUMO	9.45	eV
HOMO level	-9.5	eV
charge	0

=====

Record 4
# C3H6IO3S

A 2-piece molecular cluster, C3H6IO3S overall (ωB97M-V with the def2-TZVPD basis set, the OMol25 dataset).

Last column: Löwdin charge in e.
Element x y z (Å)
C  0.01566  -0.79214  0.41796  -0.164
C  -0.06930  0.35856  -0.55632  -0.398
C  1.09038  1.23118  -0.01736  -0.590
O  -0.42580  3.74972  2.39012  -0.382
O  -1.44129  1.55219  2.52955  -0.393
O  -1.90146  3.05893  0.59617  -0.401
S  -1.01973  2.66424  1.67629  0.394
I  1.37158  3.15948  -0.92002  0.644
H  1.01643  -1.20798  0.40802  0.060
H  -0.08199  -0.36014  1.41513  0.051
H  -0.71957  -1.60621  0.20782  0.084
H  -1.00717  0.75714  -0.40729  0.052
H  0.15741  -0.06229  -1.51287  0.083
H  0.62603  1.49702  1.02522  -0.041

Properties
gap between HOMO and LUMO (spin up / spin down)	7.84 / 5.99	eV
HOMO level (spin up / spin down)	-4.9 / -3.5	eV
charge	-1

=====

Record 5
# C3H6LiLuO5

C3H6LiLuO5 as an isolated structure (ωB97M-V with the def2-TZVPD basis set, the OMol25 dataset).

Last column: Löwdin charge in e.
Element x y z (Å)
H  0.50260  -0.99572  -2.37618  0.136
C  1.01417  -1.26406  -1.42875  -0.337
C  0.59147  -0.24833  -0.37693  -0.303
O  -0.80026  -0.32694  -0.16207  -0.172
Lu  4.39050  -0.60637  -1.20365  1.664
O  2.38214  -1.30844  -1.58050  -0.596
H  0.60635  -2.25239  -1.13156  0.134
H  0.90609  0.76589  -0.68017  0.118
H  1.12700  -0.45092  0.57213  0.106
C  -1.48340  0.96288  0.88070  -0.763
O  -0.87060  2.07997  1.01492  -0.127
O  -2.80518  0.98483  0.48688  0.098
H  -2.93126  1.77525  -0.04899  0.120
Li  -0.31002  1.63260  2.76226  0.821
O  -1.32312  0.11840  1.98004  -0.159
H  -0.99650  -0.86663  1.29188  0.263

Properties
gap between HOMO and LUMO (spin up / spin down)	7.04 / 5.41	eV
2S+1	2
HOMO level (spin up / spin down)	-12.0 / -12.0	eV
charge	+1

=====

Record 6
# C3H6LiO5Pt

C3H6LiO5Pt as an isolated structure (ωB97M-V with the def2-TZVPD basis set, the OMol25 dataset).

Last column: Löwdin charge in e.
Element x y z (Å)
H  -2.47656  -1.07582  0.62527  0.106
C  -1.99446  -0.39590  -0.10985  -0.410
C  -0.64748  -0.00898  0.48032  -0.263
O  0.38419  -0.88720  0.08636  -0.071
Li  -3.40365  2.17435  -0.02173  0.764
O  -2.66006  0.72796  -0.54298  -0.450
H  -1.83833  -1.06871  -0.98143  0.111
H  -0.57255  0.20794  1.55497  0.121
H  -0.59790  1.07398  0.29129  0.070
C  1.78316  -0.29937  0.09778  -0.856
O  2.16528  0.55610  0.99821  -0.226
O  2.59578  -1.39802  -0.13583  0.097
H  2.60939  -1.91466  0.67701  0.121
Pt  1.95731  2.03184  -0.20835  0.949
O  1.71625  0.40876  -1.14646  -0.278
H  0.97963  -0.13227  -1.66459  0.215

Properties
gap between HOMO and LUMO (spin up / spin down)	6.14 / 6.90	eV
2S+1	4
HOMO level (spin up / spin down)	-7.0 / -8.5	eV
charge	0

=====

Record 7
# C3H6N

An isolated ion of composition C3H6N and charge +1 (ωB97M-V with the def2-TZVPD basis set, the OMol25 dataset).

Last column: Löwdin charge in e.
Element x y z (Å)
C  -0.71581  -1.40690  1.24983  0.193
C  -0.16352  0.64217  -0.01323  -0.075
C  0.77977  0.79715  -1.12088  -0.008
N  -0.48698  -0.38024  0.61013  0.110
H  -0.26929  -1.56421  2.21438  0.136
H  -1.49661  -1.99275  0.93941  0.102
H  -0.53548  1.66876  0.36304  0.200
H  1.46299  1.58972  -1.00619  0.084
H  1.37038  -0.17140  -1.27315  0.130
H  0.05456  0.81769  -1.96332  0.128

Properties
structure (SMILES)	C=[N+]=CC
gap between HOMO and LUMO	12.21	eV
HOMO level	-17.4	eV
charge	+1

=====

Record 8
# C3H6N

A 2-piece molecular cluster, C3H6N overall (ωB97M-V with the def2-TZVPD basis set, the OMol25 dataset).

Last column: Löwdin charge in e.
Element x y z (Å)
C  0.16180  0.10223  1.57972  0.097
C  0.84135  -0.86429  1.05195  0.098
C  -0.18691  0.36320  -0.94717  -0.033
N  -0.29124  -0.37472  0.28752  -0.156
H  -0.10708  0.82214  2.31665  0.140
H  1.58320  -1.62281  0.95778  0.141
H  -0.11657  -0.31503  -1.79916  0.109
H  -1.04533  1.01862  -1.08419  0.108
H  0.71930  0.97384  -0.91111  0.116
H  -1.50336  -1.31263  0.38541  0.381

Properties
gap between HOMO and LUMO	10.69	eV
HOMO level	-16.0	eV
charge	+1

=====

Record 9
# C3H6N

A 2-piece molecular cluster, C3H6N overall (ωB97M-V with the def2-TZVPD basis set, the OMol25 dataset).

Last column: Löwdin charge in e.
Element x y z (Å)
C  0.22975  -0.15795  0.10953  0.196
C  2.52340  -0.04717  -0.02763  0.294
C  -2.29467  0.04397  -0.04084  -0.042
N  -0.92004  -0.17552  0.09150  -0.040
H  2.74336  -1.05980  -0.41137  0.079
H  2.60073  0.87600  -0.51728  0.029
H  2.70720  0.23512  1.03058  0.070
H  -2.74992  -0.97761  0.05752  0.123
H  -2.45351  0.86751  0.81190  0.168
H  -2.38630  0.39544  -1.10392  0.124

Properties
gap between HOMO and LUMO	10.90	eV
HOMO level	-17.2	eV
charge	+1

=====

The following energy above the lowest of the compared OMol25 structures with the same formula, charge and spin values (in kJ/mol) correspond, in order, to the records above: 218.6; 462.3; 41.5; 300.3; 206.2; 47.6; 59.1; 381.5; 274.1.
The following calculated total energy values (in a.u.) correspond, in order, to the records above: -634.1995; -545.4057; -620.8366; -1039.4523; -1736.8299; -620.7181; -172.3361; -172.2133; -172.2542.
The following largest force on an atom values (in hartree/bohr) correspond, in order, to the records above: 0.146; 0.113; 0.019; 0.073; 0.112; 0.180; 0.083; 0.112; 0.060.